ORCA calculation (ωB97M-V with the def2-TZVPD basis set) on C24H64As2BF16N5O4PZr as an isolated structure.

Results
- M: 1073.63 g/mol
- LUMO level: 1.761 eV
- E_HOMO: -5.81 eV

```
! wB97M-V def2-TZVPD RIJCOSX def2/J DEFGRID3
* xyz -1 1
H -0.706 -16.239 -2.361
H -1.140 -26.501 3.508
H -3.122 -16.464 -2.290
H -4.521 -23.065 3.321
C -2.554 -16.856 -1.444
F -0.516 -24.286 -1.390
H 1.805 -22.608 5.494
H -0.903 -19.935 -4.300
F -1.634 -24.452 -3.418
O -1.579 -21.720 0.187
H -0.430 -18.897 -2.209
H -1.320 -14.987 -1.298
C -3.416 -25.823 -0.556
C -0.296 -22.812 5.285
O -3.050 -22.653 -1.656
C -1.373 -20.953 3.288
H 2.162 -21.840 -3.786
C 1.116 -22.910 4.702
H -5.025 -13.915 -0.541
F -1.856 -21.912 -3.995
H -3.078 -18.441 2.691
N -5.464 -25.074 0.693
H -4.126 -17.059 2.531
C -6.793 -25.454 1.133
H -3.059 -26.618 -1.204
H 2.706 -19.567 -4.853
C 1.008 -19.369 -0.813
H -5.455 -22.642 1.870
H -0.110 -20.859 -6.450
As 2.315 -23.062 0.266
H -0.398 -20.616 3.657
H -5.388 -26.423 -0.850
F 1.073 -23.851 0.995
B -0.393 -24.558 -2.870
H -0.553 -22.797 2.540
F -4.049 -20.918 -3.811
F -2.654 -20.436 -5.674
H 2.999 -18.922 -3.253
H -2.618 -25.767 0.176
H -6.761 -26.234 1.913
H -0.494 -21.795 5.667
H -4.507 -22.809 -1.621
F -4.684 -21.708 -5.993
C 0.151 -20.128 -4.472
F 1.031 -22.142 -0.770
H -7.500 -26.940 -0.365
C -1.244 -16.075 -1.425
F 3.436 -22.111 -0.526
H 0.339 -20.004 -0.249
N -5.475 -22.882 -1.202
H -4.364 -18.573 1.579
O -3.926 -20.809 -0.013
H -7.303 -24.595 1.555
H -4.650 -27.055 0.571
H -2.137 -20.545 3.956
H -8.742 -26.128 0.482
F -3.920 -23.241 -4.319
H 0.469 -19.136 -4.798
C 2.143 -20.906 -3.227
N -1.413 -23.134 4.440
H -5.356 -15.431 -1.455
C -4.634 -24.599 1.803
C -2.702 -17.462 0.852
O -2.016 -20.213 -1.648
H -1.837 -16.879 1.229
H -3.719 -24.184 1.384
F 2.121 -21.839 1.375
F 0.348 -25.694 -3.052
C -7.754 -25.961 0.039
H -5.415 -23.633 -0.518
H -2.666 -24.621 3.762
H -0.566 -16.377 -0.621
H -6.266 -22.804 -1.824
H -2.301 -17.882 -1.687
H 0.234 -25.576 3.978
H 0.129 -22.195 -5.284
N 0.735 -20.473 -3.124
H -4.502 -15.572 0.915
H -7.886 -25.291 -0.809
C 0.603 -19.197 -2.297
H 1.023 -18.366 -0.348
C -3.638 -17.852 1.956
F -2.465 -22.723 -6.135
H -3.341 -24.911 -1.160
F 3.430 -23.852 1.115
H -6.114 -23.711 3.174
H -3.943 -14.511 -1.876
H -0.357 -23.469 6.168
H -2.343 -22.602 2.620
C -0.763 -25.472 3.552
N -3.341 -16.810 -0.255
C 3.025 -19.843 -3.843
As -3.365 -21.822 -5.041
H 1.432 -21.208 -5.952
C -1.403 -22.462 3.135
H 1.448 -23.924 4.483
H -5.347 -21.955 -0.669
F 0.531 -23.333 -3.323
H -2.269 -18.409 0.514
H 4.051 -20.216 -3.946
H 1.073 -18.306 -2.703
H -4.343 -25.336 2.553
F 2.313 -24.145 -0.997
C -3.831 -15.511 0.061
H -0.692 -25.145 2.511
C -5.237 -23.435 2.582
C 0.419 -21.180 -5.545
H 2.041 -19.705 -0.768
P -2.730 -21.305 -0.751
H -2.994 -14.886 0.449
C -4.809 -26.129 0.014
H -1.876 -24.938 5.316
H 2.585 -21.112 -2.274
C -4.589 -14.780 -1.039
H -1.450 -20.466 2.309
H 1.340 -22.276 3.845
Zr -0.825 -22.055 -1.950
C -1.729 -24.540 4.312
*
```

Atomic partial charges in e from the Löwdin method, atoms 1 to 99: H 0.067; H 0.066; H 0.108; H 0.070; C -0.250; F -0.015; H 0.067; H 0.086; F 0.189; O -0.350; H 0.064; H 0.066; C -0.067; C -0.258; O -0.447; C -0.086; H 0.110; C -0.079; H 0.070; F -0.355; H 0.059; N -0.220; H 0.064; C -0.244; H 0.082; H 0.067; C -0.064; H 0.071; H 0.083; As 0.544; H 0.066; H 0.104; F -0.169; B -1.056; H 0.092; F -0.192; F -0.197; H 0.072; H 0.069; H 0.127; H 0.107; H 0.013; F -0.168; C -0.235; F -0.371; H 0.062; C -0.090; F -0.192; H 0.044; N 0.248; H 0.071; O -0.300; H 0.102; H 0.122; H 0.076; H 0.071; F -0.201; H 0.118; C -0.253; N -0.193; H 0.080; C -0.250; C -0.274; O -0.391; H 0.118; H 0.105; F -0.182; F 0.195; C -0.091; H 0.064; H 0.076; H 0.057; H 0.126; H 0.086; H 0.054; H 0.060; N -0.210; H 0.102; H 0.069; C -0.240; H 0.085; C -0.088; F -0.192; H 0.055; F -0.144; H 0.068; H 0.061; H 0.114; H 0.088; C -0.077; N -0.187; C -0.069; As 0.585; H 0.071; C -0.250; H 0.057; H 0.114; F -0.088; H 0.106